{"formula": "C6H14N2", "method": "the ωB97M-V functional and the def2-TZVPD basis", "symbols": ["C", "C", "C", "C", "C", "C", "N", "N", "H", "H", "H", "H", "H", "H", "H", "H", "H", "H", "H", "H", "H", "H"], "xyz": [[-1.074566, -0.085990, -0.681127], [0.705814, -1.907881, -0.408457], [1.548109, 0.292088, -0.239060], [-1.620861, 1.180556, -0.016734], [1.677294, 1.455919, 0.731464], [0.183507, -0.616002, 0.038208], [-2.051524, -1.181650, -0.709919], [0.005432, -0.967562, 1.361387], [-0.793544, 0.123812, -1.718250], [-2.258953, -1.449815, 0.247541], [-2.914508, -0.873394, -1.144917], [0.881350, -1.173857, 1.840710], [0.478647, -2.887914, -0.009454], [1.452298, -1.951979, -1.193148], [1.452887, 0.606386, -1.279295], [2.450426, -0.315666, -0.166532], [-0.979618, 2.044847, -0.191246], [-2.597687, 1.425095, -0.439106], [-1.729119, 1.018938, 1.055880], [1.820441, 1.105835, 1.751529], [2.553292, 2.048198, 0.452148], [0.810883, 2.110036, 0.718378]], "atomic_forces_ev_per_a": [[-0.06, -0.18, 0.29], [0.06, -1.62, -1.39], [-1.70, 0.03, 0.52], [0.06, -0.03, -0.27], [0.26, 0.17, -0.35], [2.31, 0.79, -1.35], [0.14, 0.10, 0.04], [-0.67, -0.09, 1.85], [0.02, 0.00, 0.08], [-0.07, -0.02, -0.04], [0.05, -0.01, 0.10], [0.12, 0.37, -0.21], [-0.68, 0.30, 0.11], [0.35, 0.22, 0.22], [0.09, 0.16, -0.02], [-0.22, -0.21, 0.05], [0.01, -0.01, 0.05], [-0.02, -0.05, 0.06], [-0.02, 0.04, 0.05], [0.00, -0.04, 0.05], [-0.04, 0.05, 0.14], [0.00, 0.04, 0.03]], "e_tot_ev": -9425.305, "homo_ev": [-8.2, -9.1], "total_charge": 0, "e_above_lowest_kcal_mol": 96.4, "orbital_gap_ev": [8.19, 9.49]}

---

{"formula": "C16H40BF4N2O8S4", "method": "the ωB97M-V functional and the def2-TZVPD basis", "symbols": ["N", "H", "H", "H", "H", "N", "H", "H", "H", "H", "B", "F", "F", "F", "F", "C", "C", "C", "S", "O", "O", "C", "H", "H", "H", "H", "H", "H", "H", "H", "C", "C", "C", "S", "O", "O", "C", "H", "H", "H", "H", "H", "H", "H", "H", "C", "C", "C", "S", "O", "O", "C", "H", "H", "H", "H", "H", "H", "H", "H", "C", "C", "C", "S", "O", "O", "C", "H", "H", "H", "H", "H", "H", "H", "H"], "xyz": [[3.180612, -0.109082, 1.732304], [3.529916, 0.317302, 2.589257], [2.151093, -0.041290, 1.826268], [3.389303, -1.110676, 1.805951], [3.452414, 0.322465, 0.844927], [-1.329000, 1.633420, 4.171259], [-1.805212, 2.534159, 4.251380], [-1.250410, 1.402549, 3.152416], [-1.967248, 0.946648, 4.581993], [-0.413373, 1.596745, 4.611388], [0.041845, 0.801702, 1.106642], [-1.302747, 0.966863, 1.593491], [0.858448, 1.513699, 2.013841], [0.404312, -0.551437, 1.158935], [0.055555, 1.266268, -0.201853], [0.345083, -2.730952, -1.190376], [-0.484780, -1.618975, -1.870266], [-1.813629, -1.525548, -1.116055], [-2.246062, -3.222916, -0.654953], [-3.200719, -3.812067, -1.557879], [-2.575340, -3.147629, 0.757113], [-0.588659, -3.931211, -1.007964], [0.655516, -2.350239, -0.215931], [1.209469, -3.027261, -1.779155], [-0.570356, -1.735826, -2.950334], [0.020633, -0.658578, -1.745877], [-2.721783, -1.138017, -1.571441], [-1.699822, -1.101690, -0.118873], [-0.762669, -4.386112, -1.983473], [-0.316335, -4.657785, -0.247998], [-0.358756, -3.627316, 5.841962], [-1.257471, -2.786050, 4.924121], [-0.669431, -2.922973, 3.514564], [1.062189, -3.503520, 3.637118], [1.909725, -2.567616, 2.892702], [1.162948, -4.900126, 3.285527], [1.095244, -3.393729, 5.413093], [-0.606745, -4.677423, 5.673652], [-0.460895, -3.479091, 6.915307], [-1.321890, -1.757135, 5.275080], [-2.224755, -3.283972, 4.918461], [-0.700791, -1.971299, 2.978145], [-1.228366, -3.554977, 2.822433], [1.378230, -2.356951, 5.626683], [1.839887, -4.049895, 5.854210], [2.795786, 2.605248, -4.037184], [4.209967, 2.536421, -3.515977], [4.456892, 1.061187, -3.324471], [2.988507, 0.401100, -2.520394], [3.164368, 0.502728, -1.076695], [2.613314, -0.874611, -3.100621], [1.868109, 1.778848, -3.111894], [2.654188, 2.137454, -5.013858], [2.332758, 3.587450, -4.111060], [4.314894, 3.020658, -2.539367], [4.930056, 3.053222, -4.147692], [5.351042, 0.657399, -2.849970], [4.464539, 0.540757, -4.289200], [1.530979, 2.282345, -2.209288], [1.058302, 1.279612, -3.633847], [-3.823230, 2.960721, -3.289179], [-2.834232, 2.162100, -2.418835], [-2.342512, 3.086551, -1.317629], [-1.908418, 4.583611, -2.250080], [-0.622753, 4.432395, -2.885906], [-2.156657, 5.789593, -1.473729], [-3.235090, 4.385327, -3.500061], [-4.784028, 3.029895, -2.781370], [-4.032159, 2.502770, -4.255046], [-2.031399, 1.771543, -3.044938], [-3.367757, 1.302017, -2.011148], [-1.485117, 2.735849, -0.746523], [-3.155433, 3.304035, -0.624703], [-2.829184, 4.749221, -4.435455], [-3.990879, 5.022077, -3.041665]], "atomic_forces_ev_per_a": [[-0.92, -0.59, 1.14], [0.43, 0.33, -0.42], [0.21, -0.19, -0.40], [-0.01, 0.05, -0.40], [0.20, 0.00, -0.27], [-0.89, -0.25, -0.14], [0.47, 0.15, 0.12], [0.10, -0.09, -0.46], [0.28, -0.07, 0.07], [-0.03, 0.25, 0.07], [-0.66, -0.05, -0.92], [-0.10, -0.10, 0.48], [0.21, 0.10, -0.01], [0.04, 0.34, 0.25], [0.44, 0.01, 0.65], [-0.67, 0.00, 0.22], [0.19, 0.85, 0.17], [-0.16, -1.06, 0.27], [0.41, 0.38, -0.03], [0.06, 0.02, 0.01], [0.28, -0.50, 0.11], [-0.66, 0.49, -0.26], [0.20, -0.15, -0.08], [0.08, 0.18, 0.02], [-0.31, -0.40, 0.04], [0.11, -0.09, 0.02], [0.28, 0.23, -0.40], [0.18, 0.36, -0.22], [0.09, -0.35, 0.15], [0.01, -0.01, -0.01], [0.57, -0.60, -0.15], [0.23, -1.27, 0.02], [-0.03, 0.83, -0.63], [-0.78, -0.27, -1.21], [-0.11, -0.16, 1.04], [-0.10, 0.44, 0.11], [0.16, 1.00, 0.36], [0.09, -0.05, -0.03], [-0.16, 0.34, -0.05], [-0.07, 0.07, -0.11], [-0.30, 0.56, 0.15], [0.50, 0.02, 0.07], [0.13, -0.48, 0.35], [0.05, -0.03, 0.12], [-0.04, -0.20, -0.21], [-1.91, -0.18, 0.12], [0.37, 0.33, 0.74], [0.34, -1.40, -0.89], [-0.57, 0.70, -0.81], [0.03, -0.11, 0.23], [0.21, 0.57, 0.50], [1.21, -1.03, 0.54], [0.62, 0.15, -0.17], [0.41, 0.26, 0.03], [-0.30, 0.14, -0.03], [0.03, -0.35, -0.25], [-0.04, 0.55, 0.51], [-0.21, 0.16, -0.08], [-0.07, 0.12, -0.08], [-0.14, 0.12, 0.04], [0.71, 0.32, -0.71], [-0.54, -0.57, -0.30], [0.18, 0.10, -0.33], [-0.87, 0.74, 0.30], [0.17, -0.41, 0.05], [0.20, -0.89, -0.31], [-0.40, -0.08, 2.12], [0.04, 0.16, 0.08], [0.18, -0.26, 0.08], [0.22, 0.12, 0.15], [0.17, -0.04, 0.14], [0.07, 0.03, -0.25], [-0.01, 0.33, -0.08], [-0.26, -0.29, -0.25], [0.15, 0.69, -0.73]], "e_tot_ev": -91487.954, "homo_ev": -11.8, "total_charge": 1, "e_above_lowest_kcal_mol": 0.0, "orbital_gap_ev": 8.34}

---

{"formula": "C43H47AsN4O7PS3Si2Zr", "method": "the ωB97M-V functional and the def2-TZVPD basis", "symbols": ["Zr", "O", "C", "O", "C", "C", "C", "C", "C", "C", "P", "C", "C", "C", "C", "C", "C", "C", "C", "C", "C", "C", "C", "H", "H", "H", "H", "H", "H", "H", "H", "H", "H", "H", "H", "H", "H", "N", "C", "O", "C", "C", "H", "H", "H", "H", "H", "H", "S", "C", "S", "C", "N", "N", "C", "C", "C", "C", "C", "C", "S", "H", "H", "H", "H", "H", "C", "Si", "C", "C", "As", "Si", "C", "C", "C", "H", "H", "H", "H", "H", "H", "H", "H", "H", "H", "H", "H", "H", "H", "H", "H", "H", "H", "O", "C", "O", "C", "C", "C", "C", "C", "C", "N", "O", "O", "H", "H", "H", "H"], "xyz": [[1.398016, 0.049367, 0.055094], [1.698147, 2.932004, 1.562920], [1.172353, 2.811278, 0.473159], [1.587652, 1.971265, -0.449177], [0.029178, 3.656660, 0.032450], [-0.150829, 4.920139, 0.576496], [-1.123896, 5.757914, 0.060317], [-1.922103, 5.319915, -0.986757], [-1.764562, 4.043819, -1.504481], [-0.787122, 3.187717, -1.002126], [-0.566975, 1.462649, -1.645151], [-2.270148, 1.279949, -2.347337], [-2.609510, 1.227876, -3.695882], [-3.932752, 1.065350, -4.087103], [-4.936220, 0.980146, -3.137593], [-4.611508, 1.044449, -1.789321], [-3.288774, 1.162063, -1.399180], [0.354175, 1.814964, -3.202945], [0.979843, 3.033138, -3.448663], [1.712183, 3.228326, -4.612016], [1.826372, 2.213937, -5.547841], [1.211255, 0.992175, -5.311765], [0.484892, 0.795803, -4.148615], [0.492805, 5.237960, 1.386295], [-1.252397, 6.753729, 0.465079], [-2.676763, 5.978520, -1.398679], [-2.400152, 3.712552, -2.315558], [-1.845333, 1.319474, -4.453249], [-4.175645, 0.993613, -5.139850], [-5.965986, 0.843561, -3.442679], [-5.395316, 0.970470, -1.047332], [-3.031665, 1.176628, -0.343807], [0.903890, 3.832739, -2.723156], [2.207163, 4.177012, -4.780164], [2.393387, 2.368441, -6.457659], [1.316467, 0.183781, -6.024837], [0.027335, -0.167795, -3.967542], [2.703082, -3.587970, -1.304893], [2.882275, -2.333781, -0.882612], [2.348845, -1.941619, 0.173007], [3.725269, -1.373265, -1.654006], [2.843153, -0.115405, -1.768600], [1.958454, -4.102681, -0.859545], [2.933466, -3.840037, -2.248943], [4.048481, -1.809240, -2.605970], [4.613551, -1.159682, -1.052345], [2.173362, -0.275725, -2.618707], [3.444824, 0.762137, -2.006702], [-4.768454, -3.061373, -4.850235], [-3.663207, -2.741376, -3.658568], [-1.998174, -2.437301, -4.072880], [-1.597569, -2.213037, -2.339071], [-2.637338, -2.377802, -1.601858], [-3.785414, -2.684346, -2.300378], [-4.942364, -2.835569, -1.483346], [-6.182428, -3.260582, -1.956348], [-7.270361, -3.319490, -1.095173], [-7.141822, -2.995246, 0.243849], [-5.897768, -2.615455, 0.725375], [-4.809708, -2.531311, -0.122867], [-0.015841, -1.934148, -1.832241], [-6.316521, -3.532469, -2.985893], [-8.233261, -3.617914, -1.489989], [-7.997981, -3.030988, 0.905642], [-5.767943, -2.362016, 1.770312], [-3.850171, -2.211213, 0.249715], [1.857924, -2.746524, 3.546664], [3.437563, -1.821905, 3.013254], [4.459793, -3.114446, 2.036479], [4.463506, -1.612389, 4.618213], [2.653828, 0.290103, 2.306162], [4.670288, 1.307599, 1.654643], [4.804055, 2.338540, 0.051512], [5.105461, 2.513956, 3.068729], [6.191457, 0.149220, 1.535956], [2.058123, -3.748587, 3.932157], [1.184582, -2.833701, 2.691237], [1.338494, -2.176053, 4.321572], [4.913151, -3.824117, 2.731387], [5.265531, -2.653769, 1.460415], [3.830496, -3.676227, 1.346134], [4.548565, -2.550490, 5.170248], [3.990824, -0.869272, 5.264233], [5.474391, -1.259121, 4.400932], [3.835986, 2.730663, -0.254213], [5.199794, 1.745604, -0.774998], [5.475940, 3.185661, 0.205596], [4.260441, 3.187818, 3.225167], [6.000242, 3.111138, 2.880547], [5.250869, 1.951270, 3.994099], [6.093751, -0.572794, 0.722273], [6.327403, -0.410520, 2.463616], [7.094587, 0.735132, 1.353657], [0.093964, -1.240217, 1.079091], [-0.576545, -0.319210, 1.629731], [-0.423945, 0.870901, 1.268795], [-1.479414, -0.700431, 2.748834], [-2.095491, -1.948730, 2.713356], [-2.839003, -2.384365, 3.798581], [-2.946369, -1.595983, 4.930119], [-2.341907, -0.344284, 4.943406], [-1.609790, 0.116743, 3.858014], [-2.471893, 0.493008, 6.121247], [-2.926428, -0.013152, 7.132501], [-2.132803, 1.655489, 6.040997], [-1.978163, -2.563840, 1.829771], [-3.320142, -3.352420, 3.767547], [-3.491299, -1.930242, 5.800216], [-1.133672, 1.087208, 3.894093]], "atomic_forces_ev_per_a": [[0.34, -1.74, -1.79], [-0.08, 0.44, -0.31], [0.28, 1.00, 0.69], [0.44, 1.42, 0.28], [-0.07, -0.14, -0.38], [0.02, 0.00, 0.03], [0.00, 0.02, 0.05], [-0.03, 0.05, 0.01], [-0.02, -0.06, -0.01], [0.10, 0.06, 0.18], [-0.66, 0.59, -1.23], [0.03, -0.42, 0.23], [0.04, 0.06, 0.07], [-0.02, -0.03, -0.03], [-0.04, -0.02, -0.03], [-0.04, -0.13, 0.07], [0.02, -0.01, 0.01], [0.09, -0.08, 0.08], [-0.01, -0.07, 0.04], [0.05, 0.08, 0.00], [0.00, -0.05, -0.06], [0.03, 0.05, 0.02], [0.03, 0.02, -0.03], [0.03, -0.05, 0.00], [-0.02, 0.00, 0.01], [-0.01, -0.02, -0.03], [-0.03, 0.04, 0.03], [0.00, -0.01, -0.03], [0.01, 0.01, 0.00], [0.00, 0.01, 0.00], [0.00, -0.03, 0.07], [-0.04, 0.02, 0.00], [0.03, 0.01, -0.02], [-0.03, 0.02, 0.00], [0.03, 0.01, 0.02], [-0.06, 0.00, -0.01], [0.01, -0.05, 0.07], [0.02, -0.02, 0.31], [0.69, -0.30, -0.23], [-0.15, -0.42, -0.38], [-0.34, 0.13, -0.17], [0.00, -0.33, -0.23], [-0.05, 0.00, -0.04], [0.10, 0.09, -0.01], [0.05, 0.02, 0.03], [-0.02, -0.09, 0.06], [0.03, 0.08, -0.04], [-0.06, 0.08, 0.15], [-0.27, 0.00, -0.15], [0.11, -0.08, 0.18], [-0.11, 0.09, 0.80], [-0.68, -0.21, -0.81], [0.09, 0.04, 0.65], [0.22, 0.12, -0.65], [-0.11, 0.04, 0.21], [0.02, 0.04, -0.09], [0.05, 0.01, 0.10], [-0.09, 0.00, 0.04], [0.02, 0.02, -0.02], [0.02, 0.10, -0.03], [0.68, -0.17, -0.41], [0.08, 0.04, -0.14], [0.02, -0.04, -0.02], [0.00, -0.03, -0.01], [0.00, 0.00, 0.01], [-0.03, 0.00, -0.01], [0.11, 0.30, -0.22], [-0.02, -0.78, 0.68], [-0.17, 0.48, -0.25], [-0.20, 0.37, -0.36], [1.37, -0.07, 1.12], [1.00, 0.68, 0.16], [-0.44, -0.23, 0.17], [-0.31, -0.28, -0.15], [-0.53, -0.10, 0.12], [0.13, 0.00, 0.02], [-0.02, -0.02, 0.01], [-0.02, -0.01, 0.01], [-0.03, 0.06, 0.13], [0.02, -0.03, 0.00], [-0.01, 0.00, 0.00], [-0.06, -0.08, -0.07], [0.01, -0.02, 0.05], [0.01, 0.00, 0.02], [0.01, 0.04, -0.06], [-0.03, -0.07, 0.00], [0.06, -0.05, 0.15], [0.00, 0.03, 0.01], [0.04, -0.05, -0.11], [-0.01, 0.01, 0.03], [0.00, -0.01, -0.01], [0.06, -0.03, -0.02], [-0.03, 0.12, 0.01], [-0.90, -0.59, 0.75], [-0.47, 0.15, 0.41], [-0.28, 0.03, 0.31], [-0.03, -0.26, 0.02], [0.03, 0.09, 0.00], [0.01, -0.06, -0.10], [-0.02, 0.24, 0.20], [0.11, -0.59, -0.80], [-0.09, 0.28, 0.21], [-0.11, 0.35, 0.57], [-0.03, -0.11, -0.04], [0.08, 0.01, -0.12], [0.05, -0.03, 0.02], [-0.01, -0.01, 0.02], [-0.02, 0.02, 0.01], [0.02, -0.01, -0.05]], "e_tot_ev": -185322.217, "homo_ev": -5.1, "total_charge": -1, "e_above_lowest_kcal_mol": 0.0, "orbital_gap_ev": 6.40}

---

{"formula": "CH3NO3S", "method": "the ωB97M-V functional and the def2-TZVPD basis", "symbols": ["C", "N", "O", "O", "O", "S", "H", "H", "H"], "xyz": [[-0.641886, 1.485848, 1.067486], [0.210032, 0.829493, 0.367557], [1.153337, -2.745488, -2.273783], [-0.549040, -1.570234, -1.004408], [1.275572, 0.299718, 0.752289], [0.550936, -2.501643, -0.996375], [-0.464504, 1.616683, 2.120716], [-1.521316, 1.884755, 0.603039], [-0.013131, 0.700869, -0.636521]], "atomic_forces_ev_per_a": [[-0.19, 0.21, 0.38], [-0.46, 0.12, -0.73], [0.17, -0.19, 0.40], [0.29, -0.40, 0.30], [0.60, -0.42, 0.16], [-0.44, 0.66, -0.67], [0.16, -0.04, 0.08], [-0.11, -0.01, -0.30], [-0.02, 0.07, 0.39]], "e_tot_ev": -19550.625, "homo_ev": -9.2, "total_charge": 0, "e_above_lowest_kcal_mol": 62.0, "orbital_gap_ev": 8.05}